1.
The following is a quantum chemistry calculation of a gas-phase ion, C5H13NS (charge +1), from the OMol25 dataset.

2S+1: 2
Expectation value of S²: 0.754
DFT total energy (hartree): -650.9243
Net charge: +1
Frontier orbital gap (spin up / spin down) (eV): 9.48 / 4.92

Last column: natural (NBO) charge in e.
Element x y z (Å)
C 1.157 1.051 -1.694  -0.471
N -0.093 0.716 -1.080  -0.103
C -0.356 0.698 0.337  -0.097
C -0.468 -0.692 0.949  -0.423
C 0.622 -1.663 0.507  -0.537
S 0.192 -3.309 1.070  0.027
C -1.581 1.603 0.645  -0.596
H 1.874 0.290 -1.363  0.274
H 1.049 0.981 -2.775  0.256
H 1.509 2.039 -1.384  0.267
H -0.728 0.117 -1.611  0.414
H 0.524 1.176 0.779  0.222
H -0.277 -0.537 2.013  0.255
H -1.451 -1.155 0.869  0.237
H 0.780 -1.595 -0.576  0.183
H 1.590 -1.324 0.887  0.219
H 1.184 -3.958 0.446  0.145
H -1.610 2.398 -0.108  0.228
H -2.505 1.048 0.506  0.237
H -1.413 2.118 1.585  0.261

Atomic forces in eV per Å
C -0.2 0.1 -0.3
N -0.5 -1.3 0.2
C 0.7 1.2 0.7
C 0.4 -0.6 0.5
C 0.6 0.7 -0.7
S 0.0 -0.2 0.0
C 0.4 0.3 -1.3
H 0.2 0.1 0.1
H 0.1 0.1 0.1
H -0.1 -0.1 0.1
H 0.0 0.3 -0.3
H 0.0 0.0 -0.1
H -0.4 0.1 0.1
H -0.2 0.2 -0.3
H -0.4 -0.5 -0.1
H -0.1 -0.1 0.4
H 0.0 0.0 0.1
H 0.0 0.1 0.1
H -0.1 0.0 0.6
H -0.4 -0.4 0.3

***

2.
The following is a quantum chemistry calculation of a molecular structure, C31H51AsIrN5O4SSe, from the OMol25 dataset.

2S+1: 2
Expectation value of S²: 0.756
DFT total energy (hartree): -6925.4550
Net charge: +3
Frontier orbital gap (spin up / spin down) (eV): 8.07 / 5.26

Last column: Löwdin spin population.
Element x y z (Å)
Ir -0.130 0.496 1.489  0.428
C 0.664 1.259 4.361  0.004
N -0.553 0.911 3.574  0.004
C -1.544 1.989 3.839  -0.001
C -1.114 -0.381 4.062  0.000
C -0.171 -1.491 3.709  0.000
N 0.104 -1.476 2.229  -0.005
C -0.928 -2.355 1.601  -0.001
C 1.441 -2.078 2.010  -0.001
H 0.424 1.202 5.424  0.001
H 0.941 2.279 4.123  0.000
H 1.494 0.602 4.129  0.000
H -1.665 2.096 4.919  0.000
H -2.507 1.724 3.414  0.000
H -1.184 2.926 3.421  0.000
H -2.088 -0.520 3.597  0.000
H -1.257 -0.332 5.144  0.000
H -0.597 -2.457 3.979  0.000
H 0.773 -1.397 4.241  0.000
H -0.790 -3.379 1.952  0.000
H -0.829 -2.332 0.520  0.000
H -1.921 -2.007 1.875  0.000
H 1.511 -3.015 2.565  0.000
H 2.209 -1.387 2.344  0.000
H 1.568 -2.284 0.951  0.000
O -0.403 4.472 1.711  0.001
S -0.951 3.934 0.502  0.000
O -0.360 4.261 -0.751  0.001
N -0.948 2.251 0.679  0.004
C -2.173 1.788 0.887  0.001
O -2.192 0.572 1.297  0.008
C -3.258 2.741 0.717  0.000
C -4.629 2.552 0.748  0.000
C -5.438 3.661 0.525  0.000
C -4.887 4.914 0.274  -0.001
C -3.504 5.110 0.240  0.000
C -2.719 4.007 0.473  -0.001
H -5.057 1.575 0.930  0.000
H -6.513 3.550 0.541  0.000
H -5.542 5.757 0.102  0.000
H -3.082 6.086 0.044  0.000
C 2.297 0.883 -3.871  0.007
C 2.686 -0.582 -4.028  0.000
C 3.615 -1.107 -2.934  0.001
C 2.974 -1.251 -1.551  0.010
N 1.743 -2.051 -1.605  0.008
C 0.494 -1.595 -1.437  0.035
Se -0.033 0.158 -0.894  0.390
N -0.387 -2.540 -1.775  0.007
C -1.846 -2.369 -1.857  0.012
C -2.270 -1.860 -3.229  0.001
C -3.782 -1.661 -3.319  0.000
C -4.312 -0.608 -2.350  0.001
C 0.315 -3.669 -2.183  0.002
C -0.127 -4.914 -2.627  0.000
C 0.851 -5.832 -2.934  0.002
C 2.221 -5.532 -2.797  0.001
C 2.658 -4.301 -2.363  0.001
C 1.668 -3.364 -2.063  0.002
H 1.641 1.203 -4.680  0.000
H 3.180 1.525 -3.896  0.000
H 1.764 1.074 -2.935  0.008
H 3.191 -0.715 -4.984  0.000
H 1.790 -1.209 -4.087  0.000
H 4.476 -0.442 -2.818  0.000
H 4.023 -2.071 -3.239  0.000
H 2.691 -0.285 -1.129  0.009
H 3.660 -1.735 -0.853  0.000
H -2.138 -1.675 -1.068  0.008
H -2.296 -3.335 -1.629  0.001
H -1.932 -2.567 -3.991  0.000
H -1.762 -0.909 -3.426  0.001
H -4.288 -2.615 -3.153  0.000
H -4.021 -1.367 -4.341  0.000
H -4.257 -0.936 -1.309  0.000
H -5.358 -0.387 -2.556  0.000
H -3.753 0.328 -2.448  0.000
H -1.177 -5.152 -2.733  0.000
H 0.565 -6.813 -3.288  0.000
H 2.948 -6.294 -3.042  0.000
H 3.712 -4.087 -2.257  0.000
C 2.683 3.686 2.575  0.001
As 2.948 2.153 1.466  0.002
C 4.628 1.355 1.872  0.000
C 2.877 2.710 -0.359  0.005
O 1.835 0.865 1.717  0.039
H 3.401 4.431 2.228  0.000
H 2.896 3.455 3.616  0.000
H 1.676 4.076 2.438  0.000
H 5.416 2.093 1.718  0.000
H 4.790 0.505 1.213  0.000
H 4.632 1.034 2.912  0.000
H 3.364 3.680 -0.454  0.001
H 1.841 2.809 -0.674  0.002
H 3.393 1.984 -0.985  0.000

Atomic forces in eV per Å
Ir 0.3 0.4 -0.7
C 0.0 0.0 0.0
N 0.1 0.0 0.0
C -0.1 0.0 0.0
C 0.0 0.1 0.1
C 0.1 0.0 -0.1
N -0.1 -0.2 0.1
C 0.1 0.1 0.0
C 0.0 0.0 -0.1
H 0.0 0.0 0.0
H 0.0 0.1 0.0
H 0.0 0.0 0.0
H 0.0 0.0 0.0
H 0.0 0.0 0.0
H 0.0 0.0 0.0
H 0.0 0.0 0.0
H 0.0 0.0 0.0
H 0.0 0.0 0.0
H 0.1 0.1 0.0
H 0.0 0.0 0.0
H 0.1 0.0 0.2
H 0.0 0.0 0.0
H 0.0 0.0 0.0
H 0.0 0.0 0.0
H 0.0 0.0 -0.1
O 0.0 0.0 0.0
S 0.1 -0.1 0.0
O 0.0 0.0 0.0
N -0.1 0.0 0.4
C -0.2 0.1 0.0
O -0.2 -0.2 0.0
C 0.0 0.1 -0.1
C 0.0 0.0 0.0
C 0.0 0.0 0.0
C 0.0 0.0 0.0
C 0.0 0.0 0.0
C 0.0 0.0 0.0
H 0.0 0.0 0.0
H 0.0 0.0 0.0
H 0.0 0.0 0.0
H 0.0 0.0 0.0
C 0.0 0.0 0.0
C 0.0 0.0 0.0
C 0.0 0.0 0.0
C 0.0 0.0 0.0
N -0.1 0.0 0.1
C 0.1 -0.1 0.0
Se 0.1 0.0 0.0
N 0.0 0.0 -0.1
C 0.0 0.0 0.0
C 0.0 0.0 0.0
C 0.0 0.0 0.0
C 0.0 0.0 0.0
C 0.0 -0.1 0.0
C 0.0 0.0 0.0
C 0.0 0.0 0.0
C 0.0 0.0 0.0
C 0.0 0.0 0.0
C 0.0 0.0 0.0
H 0.0 0.0 0.0
H 0.0 0.0 0.0
H 0.0 0.0 0.1
H 0.0 0.0 0.0
H 0.0 0.0 0.0
H 0.0 0.0 0.0
H 0.0 0.0 0.0
H 0.0 0.0 0.0
H 0.0 0.0 0.0
H 0.0 0.0 0.0
H 0.0 0.0 0.0
H 0.0 0.0 0.0
H 0.0 0.0 0.0
H 0.0 0.0 0.0
H 0.0 0.0 0.0
H 0.0 0.0 0.0
H 0.0 0.0 0.0
H 0.0 0.0 0.0
H 0.0 0.0 0.0
H 0.0 0.0 0.0
H 0.0 0.0 0.0
H 0.0 0.0 0.0
C 0.0 0.0 0.0
As -0.1 0.0 -0.1
C 0.0 0.0 0.0
C 0.1 0.0 0.0
O 0.2 -0.3 0.5
H 0.0 0.0 0.0
H 0.0 0.0 0.0
H 0.0 0.0 0.0
H 0.0 0.0 0.0
H 0.0 0.0 0.0
H 0.0 0.0 0.0
H 0.0 0.0 0.0
H -0.1 0.1 0.0
H 0.0 0.0 0.0

***

3.
The following is a quantum chemistry calculation of a molecular structure, C5H12O, from the OMol25 dataset.

DFT total energy (hartree): -272.8284
Frontier orbital gap (eV): 9.22

Last column: natural (NBO) charge in e.
Element x y z (Å)
C 0.545 1.052 -1.817  -0.601
C 0.065 0.775 -0.386  -0.223
C 1.051 1.360 0.627  -0.597
C -0.164 -0.706 -0.125  -0.578
C -1.363 -1.325 -0.546  -0.077
O -2.089 -1.414 1.170  -0.893
H -0.167 0.661 -2.554  0.203
H 1.508 0.557 -1.995  0.202
H 0.679 2.126 -2.005  0.204
H -0.895 1.295 -0.253  0.184
H 2.027 0.866 0.537  0.201
H 0.698 1.210 1.652  0.209
H 1.207 2.433 0.466  0.204
H 0.733 -1.331 -0.116  0.222
H -0.970 -0.944 1.067  0.461
H -1.393 -2.392 -0.741  0.215
H -2.146 -0.756 -1.050  0.197
H -2.717 -0.680 1.288  0.469

Atomic forces in eV per Å
C 0.0 0.0 -0.1
C 0.0 0.1 0.0
C 0.1 0.0 0.1
C 0.1 0.0 -0.5
C 0.4 0.1 -0.4
O -0.1 0.3 0.2
H 0.1 0.1 0.1
H -0.1 0.1 0.0
H 0.0 -0.2 0.1
H 0.1 -0.1 0.0
H -0.1 0.0 0.0
H 0.0 0.0 -0.1
H 0.0 -0.2 0.0
H -0.2 0.1 0.0
H -0.4 -0.2 0.2
H 0.0 0.1 0.1
H 0.1 -0.1 0.2
H 0.1 -0.2 0.1

***

Max |F|, record by record: 1.55 0.84 0.61 eV Å⁻¹
Relative energy (zero: lowest compared OMol25 entry of this formula, charge and spin), record by record: 23.5 0.0 315.8 kJ/mol